#A
DFT (ωB97M-V/def2-TZVPD) results for a structure of composition C39H36AsGeN4O3S4W.

Results
**Orbital gap**: 6.89 eV
**E_LUMO**: -3.68 eV

```
! wB97M-V def2-TZVPD RIJCOSX def2/J DEFGRID3
* xyz 1 1
W 0.43 0.05 0.87
N 3.89 0.39 0.93
N 4.04 1.72 0.60
C 3.05 2.60 0.53
N 3.42 3.87 0.30
S 1.35 2.43 0.69
H 3.97 0.25 1.93
H 4.54 -0.17 0.41
H 4.98 2.10 0.57
H 4.37 4.18 0.43
H 2.70 4.58 0.29
S -3.54 -2.50 0.34
C -2.23 -1.62 0.34
N -1.22 -0.99 0.32
O 1.70 0.21 2.44
S 0.66 0.38 3.64
O 0.91 -0.62 4.62
O -0.59 0.07 2.78
S 0.64 2.21 4.23
C -5.74 0.62 2.25
C -5.62 0.69 0.87
C -4.40 1.01 0.29
C -3.29 1.24 1.10
C -3.41 1.16 2.49
C -4.64 0.85 3.05
As -1.62 1.75 0.27
C -1.44 3.63 0.72
C -1.76 4.05 2.00
C -1.59 5.38 2.35
C -1.09 6.29 1.43
C -0.76 5.86 0.15
C -0.93 4.54 -0.21
C -2.03 1.77 -1.62
C -1.63 0.75 -2.47
C -2.01 0.77 -3.80
C -2.79 1.81 -4.29
C -3.21 2.82 -3.44
C -2.83 2.81 -2.11
H -6.70 0.37 2.69
H -6.48 0.50 0.24
H -4.32 1.04 -0.78
H -2.56 1.33 3.13
H -4.73 0.79 4.13
H -2.14 3.36 2.74
H -1.84 5.71 3.35
H -0.96 7.33 1.70
H -0.38 6.57 -0.58
H -0.65 4.21 -1.20
H -1.04 -0.07 -2.10
H -1.71 -0.04 -4.45
H -3.09 1.82 -5.33
H -3.82 3.63 -3.81
H -3.17 3.60 -1.45
C 1.29 -0.03 -0.75
Ge 1.36 -2.11 -0.65
C 3.20 -2.44 -1.21
C 3.65 -3.75 -1.04
C 4.93 -4.11 -1.43
C 5.77 -3.18 -2.01
C 5.33 -1.87 -2.19
C 4.05 -1.51 -1.80
C 1.23 -2.51 1.27
C 2.47 -2.50 1.95
C 2.59 -3.01 3.22
C 1.48 -3.56 3.85
C 0.26 -3.61 3.20
C 0.13 -3.10 1.92
C 0.08 -2.88 -1.87
C -0.75 -3.94 -1.51
C -1.61 -4.51 -2.44
C -1.63 -4.03 -3.74
C -0.80 -2.99 -4.12
C 0.05 -2.41 -3.19
H 1.84 0.28 -1.63
H 3.01 -4.49 -0.59
H 5.26 -5.13 -1.29
H 6.77 -3.46 -2.32
H 5.98 -1.14 -2.65
H 3.74 -0.48 -1.96
H 3.34 -2.10 1.45
H 3.54 -2.99 3.73
H 1.56 -3.94 4.86
H -0.61 -4.04 3.69
H -0.82 -3.17 1.43
H -0.73 -4.33 -0.50
H -2.25 -5.33 -2.15
H -2.30 -4.48 -4.47
H -0.80 -2.63 -5.14
H 0.72 -1.61 -3.49
*
```

#B
DFT (ωB97M-V/def2-TZVPD) results for a structure of composition C39H36AsGeN4O3S4W.

Results
**Orbital gap**: 7.04 eV
**E_LUMO**: -3.21 eV

```
! wB97M-V def2-TZVPD RIJCOSX def2/J DEFGRID3
* xyz 1 1
W -1.13 1.15 -0.70
N -0.60 -0.81 0.66
N 0.78 -0.87 0.99
C 1.61 0.13 0.70
N 2.83 0.06 1.24
S 1.23 1.45 -0.34
H -1.14 -0.87 1.53
H -0.81 -1.66 0.14
H 1.06 -1.61 1.61
H 3.14 -0.72 1.80
H 3.54 0.70 0.90
S -0.60 2.05 -5.25
C -0.53 1.29 -3.90
N -0.42 0.76 -2.82
O -4.16 3.51 -1.70
S -3.14 2.56 -1.42
O -2.88 2.25 0.05
O -1.72 2.90 -1.82
S -3.33 0.64 -1.97
C 2.17 0.32 4.85
C 1.04 -0.47 4.71
C -0.02 -0.03 3.92
C 0.06 1.19 3.26
C 1.20 1.98 3.41
C 2.24 1.55 4.21
As -1.33 1.80 2.04
C -1.34 3.69 2.36
C -0.68 4.44 1.39
C -0.57 5.82 1.52
C -1.13 6.44 2.63
C -1.79 5.69 3.59
C -1.90 4.32 3.47
C -2.87 0.95 2.83
C -3.77 0.24 2.04
C -4.85 -0.41 2.63
C -5.04 -0.35 4.00
C -4.14 0.35 4.79
C -3.06 0.99 4.22
H 2.98 -0.01 5.49
H 0.97 -1.41 5.24
H -0.92 -0.64 3.86
H 1.26 2.94 2.91
H 3.12 2.18 4.34
H -0.27 3.91 0.53
H -0.06 6.39 0.76
H -1.05 7.51 2.73
H -2.23 6.19 4.45
H -2.43 3.74 4.22
H -3.65 0.21 0.96
H -5.55 -0.95 2.00
H -5.89 -0.84 4.45
H -4.29 0.40 5.86
H -2.34 1.51 4.85
C -0.60 -0.47 -2.09
Ge 0.90 -1.70 -2.52
C 0.64 -2.03 -4.42
C 1.73 -2.45 -5.18
C 1.59 -2.73 -6.54
C 0.35 -2.57 -7.14
C -0.74 -2.15 -6.40
C -0.59 -1.89 -5.05
C 2.67 -0.93 -2.33
C 3.03 0.08 -3.23
C 4.27 0.70 -3.15
C 5.18 0.29 -2.19
C 4.86 -0.73 -1.32
C 3.61 -1.34 -1.39
C 0.59 -3.30 -1.44
C 1.61 -4.17 -1.05
C 1.33 -5.29 -0.28
C 0.03 -5.57 0.10
C -1.00 -4.74 -0.31
C -0.72 -3.62 -1.08
H -1.49 -0.99 -2.45
H 2.71 -2.56 -4.72
H 2.44 -3.05 -7.11
H 0.24 -2.78 -8.20
H -1.71 -2.03 -6.87
H -1.46 -1.56 -4.49
H 2.33 0.39 -4.00
H 4.52 1.49 -3.84
H 6.16 0.76 -2.14
H 5.59 -1.07 -0.59
H 3.37 -2.13 -0.69
H 2.63 -3.99 -1.36
H 2.13 -5.96 0.01
H -0.19 -6.45 0.70
H -2.03 -4.98 -0.05
H -1.55 -3.02 -1.43
*
```

Relative energy of each structure, in eV: #A 0.060; #B 0.000.

#A
DFT (ωB97M-V/def2-TZVPD) results for an isolated molecule of C23H21NO5.

Results
**Orbital gap**: 7.09 eV
**E_LUMO**: -0.79 eV

```
! wB97M-V def2-TZVPD RIJCOSX def2/J DEFGRID3
* xyz 0 1
C -6.11 3.76 -1.05
O -6.05 2.31 -1.04
C -4.88 1.65 -0.83
C -4.94 0.25 -0.63
C -3.81 -0.48 -0.37
C -2.55 0.13 -0.35
C -1.29 -0.75 -0.36
C -0.01 0.00 -0.62
C 1.24 -0.47 -0.45
C 2.40 0.34 -0.69
C 3.65 -0.31 -0.78
C 4.82 0.39 -0.97
C 4.78 1.81 -1.03
O 5.98 2.43 -1.08
C 6.03 3.87 -1.04
C 3.54 2.48 -0.99
C 2.37 1.75 -0.82
C -2.50 1.53 -0.45
C -3.63 2.28 -0.76
H -7.18 4.00 -1.10
H -5.68 4.20 -0.14
H -5.61 4.18 -1.94
H -5.92 -0.22 -0.69
H -3.89 -1.56 -0.19
H -1.39 -1.44 -1.22
H -0.20 0.98 -1.05
H 1.40 -1.50 -0.12
H 3.66 -1.40 -0.72
H 5.78 -0.12 -1.05
H 7.10 4.09 -1.05
H 5.54 4.31 -1.92
H 5.58 4.26 -0.12
H 3.50 3.57 -1.06
H 1.41 2.27 -0.78
H -1.56 2.06 -0.30
H -3.53 3.35 -0.92
O 1.49 -2.98 4.70
N 1.41 -3.99 3.97
O 1.92 -5.10 4.28
C 0.70 -3.90 2.74
C 0.34 -5.09 2.09
C -0.48 -5.00 0.98
C -0.86 -3.78 0.41
C -0.54 -2.59 1.10
O -1.28 -1.41 0.88
C 0.29 -2.66 2.24
H 0.69 -6.05 2.49
H -0.83 -5.92 0.52
H -1.47 -3.74 -0.50
H 0.57 -1.77 2.79
*
```

#B
DFT (ωB97M-V/def2-TZVPD) results for an isolated molecule of C23H21NO5.

Results
**Orbital gap**: 9.38 eV
**E_LUMO**: 0.52 eV

```
! wB97M-V def2-TZVPD RIJCOSX def2/J DEFGRID3
* xyz 0 1
C -0.44 4.40 3.08
H -0.98 4.66 4.00
H -0.54 5.20 2.34
H 0.61 4.24 3.31
O -1.01 3.20 2.59
C -1.16 3.10 1.26
O -0.86 3.97 0.47
C -1.77 1.82 0.90
C -2.16 0.75 1.67
C -2.73 -0.19 0.79
C -2.64 0.37 -0.46
O -2.06 1.57 -0.40
C -3.06 -0.11 -1.82
O -3.09 -1.51 -1.99
C -2.20 -2.32 -1.31
C -2.75 -3.48 -0.78
C -1.98 -4.38 -0.07
C -0.64 -4.10 0.15
C -0.07 -2.97 -0.41
C -0.83 -2.08 -1.18
C -0.10 -0.95 -1.86
C 1.33 -1.39 -2.14
N 1.98 -1.82 -0.92
C 1.34 -2.64 -0.06
O 1.86 -3.07 0.96
C 3.23 -1.20 -0.54
C 2.98 0.22 -0.11
C 2.22 0.45 1.03
C 1.90 1.74 1.41
C 2.33 2.82 0.65
C 3.08 2.59 -0.49
C 3.40 1.30 -0.87
H 3.99 1.13 -1.76
H 3.42 3.43 -1.09
H 2.07 3.83 0.93
H 1.32 1.90 2.30
H 1.88 -0.39 1.62
H 3.63 -1.79 0.29
H 3.93 -1.25 -1.38
H 1.32 -2.22 -2.86
H 1.91 -0.56 -2.56
H -0.09 -0.06 -1.22
H -0.58 -0.70 -2.80
H -0.02 -4.75 0.74
H -2.43 -5.27 0.33
H -3.81 -3.64 -0.93
H -4.10 0.20 -2.00
H -2.44 0.39 -2.57
H -3.14 -1.14 1.04
H -2.06 0.66 2.73
*
```

Relative energy of each structure, in eV: #A 5.300; #B 0.000.

#A
DFT (ωB97M-V/def2-TZVPD) results for a cluster of 2 separate species, C4H13N2O2 in total.

Results
**Orbital gap**: 10.39 eV
**E_LUMO**: -3.26 eV

```
! wB97M-V def2-TZVPD RIJCOSX def2/J DEFGRID3
* xyz 1 1
N 0.55 -1.18 -2.08
C 0.05 -0.82 -0.68
C 1.17 -0.84 0.23
C -0.51 0.65 -0.96
N -1.40 1.24 -0.09
C -2.10 0.40 0.81
O 0.10 1.22 -1.84
H 0.06 -0.73 -2.87
H 1.48 -0.73 -2.26
H 0.62 -2.22 -2.20
H -0.75 -1.57 -0.39
H 1.94 -0.01 0.08
H 0.88 -0.66 1.31
H 1.73 -1.70 0.32
H -1.78 2.19 -0.36
H -1.39 -0.34 1.35
H -2.87 -0.27 0.32
H -2.40 1.02 1.63
H 2.18 1.52 2.14
H 1.19 1.48 3.23
O 1.24 1.35 2.30
*
```

#B
DFT (ωB97M-V/def2-TZVPD) results for a cluster of 2 separate species, C4H13N2O2 in total.

Results
**Orbital gap**: 10.59 eV
**E_LUMO**: -3.16 eV

```
! wB97M-V def2-TZVPD RIJCOSX def2/J DEFGRID3
* xyz 1 1
N -0.40 -1.93 1.03
C -0.57 -0.44 0.83
C 0.76 0.06 0.29
N 1.02 1.38 0.08
C -0.10 2.32 0.17
C -0.94 2.42 -1.15
O 1.68 -0.75 0.18
H -1.01 -2.39 1.70
H 0.55 -2.07 1.40
H -0.36 -2.40 0.10
H -1.35 -0.43 0.07
H -0.96 0.05 1.72
H 1.85 1.63 -0.42
H -0.59 2.24 1.14
H 0.35 3.33 0.20
H -0.25 2.36 -1.98
H -1.63 3.24 -1.09
H -1.46 1.47 -1.17
H 1.65 -2.74 -0.89
H 0.91 -4.04 -1.41
O 0.86 -3.29 -0.79
*
```

#C
DFT (ωB97M-V/def2-TZVPD) results for a cluster of 2 separate species, C4H13N2O2 in total.

Results
**Orbital gap**: 11.04 eV
**E_LUMO**: -2.94 eV

```
! wB97M-V def2-TZVPD RIJCOSX def2/J DEFGRID3
* xyz 1 1
C 1.51 -0.24 -0.04
C 0.59 -1.08 0.88
C -0.81 -1.46 0.35
C -1.72 -0.26 0.31
N -2.35 0.11 1.46
O -1.82 0.43 -0.70
N 1.10 -0.03 -1.46
H 2.55 -0.63 -0.03
H 1.58 0.74 0.38
H 0.45 -0.53 1.79
H 1.14 -2.02 1.11
H -1.24 -2.27 0.96
H -0.75 -1.94 -0.62
H -3.12 0.73 1.33
H -2.40 -0.52 2.24
H 0.07 0.08 -1.55
H 1.45 0.86 -1.78
H 1.43 -0.82 -1.99
H 0.11 2.69 -0.59
H 1.26 3.54 -1.07
O 0.99 2.63 -0.97
*
```

Relative energy of each structure, in eV: #A 1.590; #B 0.759; #C 0.000.

#A
DFT (ωB97M-V/def2-TZVPD) results for an isolated molecule of C2H4IN3.

Results
**Orbital gap**: 9.08 eV
**E_LUMO**: 0.21 eV

```
! wB97M-V def2-TZVPD RIJCOSX def2/J DEFGRID3
* xyz 0 1
C 0.57 -0.91 0.38
C -0.57 -0.01 -0.56
N 1.50 -1.33 -0.30
N -0.52 2.06 0.34
N -0.08 1.20 -0.39
I -2.66 -0.15 0.22
H 0.33 -1.18 1.43
H -0.61 -0.41 -1.63
H 2.00 -2.09 0.05
H 0.04 2.83 0.46
*
```

#B
DFT (ωB97M-V/def2-TZVPD) results for an isolated molecule of C2H4IN3.

Results
**Orbital gap (spin up / spin down)**: 7.38 / 9.08 eV
**E_LUMO (spin up / spin down)**: -0.57 / -0.19 eV

```
! wB97M-V def2-TZVPD RIJCOSX def2/J DEFGRID3
* xyz 0 1
C 0.03 0.14 -0.59
C -1.14 1.04 -0.39
N 0.88 0.30 -1.50
N 0.36 -0.86 0.39
N 1.63 -0.99 0.31
I 2.51 -2.29 1.57
H -2.17 0.49 -0.48
H -1.01 1.59 0.52
H -0.99 1.61 -1.22
H -0.11 -1.03 1.38
*
```

Relative energy of each structure, in eV: #A 0.000; #B 1.698.

#A
DFT (ωB97M-V/def2-TZVPD) results for a structure of composition C5H11N3O.

Results
**Orbital gap**: 8.40 eV
**E_LUMO**: 0.74 eV

```
! wB97M-V def2-TZVPD RIJCOSX def2/J DEFGRID3
* xyz 0 1
C 1.85 -0.62 -0.14
C 1.97 -0.89 -1.61
N 0.29 0.50 0.27
C -2.32 0.88 0.01
C -0.72 -0.31 0.04
N 0.40 1.11 1.53
N -2.24 1.98 0.78
C -1.11 -1.54 -0.25
O -3.31 0.54 -0.61
H 0.43 0.42 2.28
H 1.25 1.67 1.56
H -1.36 2.16 1.26
H -3.06 2.55 0.96
H 2.61 0.07 0.23
H 1.82 -1.51 0.49
H -2.16 -1.73 -0.45
H -0.41 -2.36 -0.32
H 1.73 -0.01 -2.21
H 3.00 -1.19 -1.88
H 1.33 -1.71 -1.93
*
```

#B
DFT (ωB97M-V/def2-TZVPD) results for a structure of composition C5H11N3O.

Results
**Orbital gap**: 9.84 eV
**E_LUMO**: 0.85 eV

```
! wB97M-V def2-TZVPD RIJCOSX def2/J DEFGRID3
* xyz 0 1
C 1.34 -0.47 -0.22
C 2.16 0.47 0.67
N -0.79 0.84 0.17
C -1.95 -0.02 0.83
C 0.08 0.20 -0.77
N -2.94 0.70 0.32
N 1.06 -1.70 0.52
C -0.27 0.14 -2.05
O -1.78 -0.92 1.61
H -0.26 1.29 0.92
H 1.95 -0.74 -1.08
H -1.98 1.37 -0.20
H -3.89 0.45 0.55
H 0.41 -1.53 1.29
H 0.59 -2.37 -0.08
H 1.65 0.68 1.62
H 2.36 1.42 0.17
H 3.10 0.00 0.92
H -1.19 0.57 -2.41
H 0.35 -0.38 -2.77
*
```

Relative energy of each structure, in eV: #A 2.521; #B 0.000.

#A
DFT (ωB97M-V/def2-TZVPD) results for an isolated molecule of C5H11N3O.

Results
**Orbital gap**: 9.05 eV
**E_LUMO**: 0.70 eV

```
! wB97M-V def2-TZVPD RIJCOSX def2/J DEFGRID3
* xyz 0 1
C -1.99 1.10 -0.92
C -1.52 -0.17 -0.22
C -2.38 -1.02 0.42
C 0.87 0.61 0.15
C 0.43 1.86 0.92
H -1.20 1.44 -1.62
H -2.96 0.90 -1.43
H -2.11 1.93 -0.18
H -2.10 -1.88 0.99
H -3.44 -0.97 0.33
H -0.21 -2.40 -0.03
H 0.28 -1.86 1.37
H -0.28 1.59 1.71
H -0.04 2.54 0.20
H 1.27 2.40 1.34
H 1.79 -1.32 -0.46
N -0.10 -0.43 -0.11
N 0.35 -1.67 0.38
N 2.13 0.52 -0.13
O 2.48 -0.70 -0.67
*
```

#B
DFT (ωB97M-V/def2-TZVPD) results for an isolated molecule of C5H11N3O.

Results
**Orbital gap**: 8.82 eV
**E_LUMO**: 0.46 eV

```
! wB97M-V def2-TZVPD RIJCOSX def2/J DEFGRID3
* xyz 0 1
C -0.64 -1.57 0.37
C -1.64 -0.72 1.13
C 0.69 1.70 -0.44
C 0.53 -0.78 -0.35
N 1.78 1.82 0.40
N -1.17 -2.21 -0.81
C 0.14 0.54 -0.85
O 0.14 2.87 -0.84
N 1.71 -1.15 0.02
H 0.76 3.59 -0.71
H -0.17 -2.33 1.00
H 1.76 2.61 1.03
H 2.04 0.95 0.87
H -1.78 -1.57 -1.32
H -0.19 -2.10 -1.45
H 2.46 -0.70 -0.51
H -0.74 0.61 -1.48
H -2.45 -1.36 1.48
H -2.07 0.05 0.50
H -1.15 -0.26 1.99
*
```

#C
DFT (ωB97M-V/def2-TZVPD) results for a structure of composition C5H11N3O.

Results
**Orbital gap (spin up / spin down)**: 6.91 / 6.92 eV
**E_LUMO (spin up / spin down)**: -0.35 / -0.34 eV

```
! wB97M-V def2-TZVPD RIJCOSX def2/J DEFGRID3
* xyz 0 1
C 0.18 1.46 0.17
C 1.84 -0.57 0.88
C -0.61 1.13 1.42
N 1.62 0.45 0.00
H 1.53 0.08 -0.94
H 0.73 2.38 0.29
H -0.44 1.50 -0.72
H 0.70 -1.37 0.66
H 2.50 -1.36 0.51
H 2.09 -0.23 1.88
H -1.41 1.86 1.57
H 0.03 1.14 2.30
H -1.08 0.14 1.36
C -0.80 -1.19 -0.99
N -2.07 -0.69 -1.04
C -0.04 -1.10 -2.21
O -0.40 -1.86 0.02
N 0.57 -0.97 -3.18
H -2.32 -0.04 -1.77
H -2.63 -0.76 -0.21
*
```

Relative energy of each structure, in eV: #A 1.647; #B 0.000; #C 1.880.